111
Properties=species:S:1:pos:R:3 method="wB97M-V/def2-TZVPD" homo_ev=-10.0 multiplicity=1 total_energy_ha=-4783.50693 lumo_ev=-4.62 charge=+1 e_above_lowest_ev=0.000
Pt -0.870 -1.756 -0.268
C -3.640 -2.222 3.506
Si -2.067 -2.836 2.665
C -0.641 -1.829 3.358
C -1.770 -4.619 3.137
N -2.158 -2.788 0.871
C -3.120 -3.574 0.212
C -4.206 -4.099 0.942
C -5.181 -4.910 0.391
C -5.153 -5.235 -0.956
C -4.121 -4.727 -1.722
C -3.150 -3.934 -1.147
F -2.214 -3.469 -2.024
H -3.366 -1.605 4.365
H -4.255 -3.042 3.882
H -4.245 -1.604 2.844
H -0.139 -2.454 4.103
H -1.013 -0.942 3.870
H 0.119 -1.532 2.642
H -1.908 -4.730 4.216
H -0.746 -4.911 2.899
H -2.442 -5.321 2.642
H -4.291 -3.857 1.988
H -5.973 -5.282 1.028
H -5.910 -5.865 -1.400
H -4.038 -4.935 -2.780
F 2.347 -3.866 -2.002
C 2.609 -3.795 -0.702
F 3.362 -4.815 -0.345
F 3.268 -2.657 -0.471
S 1.002 -3.819 0.261
O 1.133 -4.840 1.232
O -0.048 -3.916 -0.760
O 0.850 -2.422 0.798
C -6.484 -1.108 -1.082
C -5.259 -1.043 -0.189
N -4.545 0.226 -0.361
C -3.391 0.426 -0.949
S -2.478 -0.872 -1.729
N -2.925 1.658 -1.118
C -3.582 2.883 -0.663
C -4.711 3.325 -1.584
H -7.003 -2.050 -0.912
H -6.198 -1.061 -2.134
H -7.183 -0.295 -0.873
H -4.569 -1.845 -0.413
H -5.525 -1.122 0.865
H -5.011 1.041 0.014
H -2.034 1.719 -1.586
H -2.808 3.647 -0.607
H -3.925 2.730 0.365
H -4.331 3.538 -2.582
H -5.172 4.232 -1.193
H -5.487 2.565 -1.676
Cl 0.005 6.102 3.026
C -0.417 4.490 2.572
C 0.111 3.953 1.406
C -0.224 2.658 1.049
C -1.090 1.912 1.842
C -1.618 2.467 3.002
C -1.277 3.755 3.377
C -1.541 0.544 1.443
O -0.693 0.000 0.582
O -2.550 0.034 1.865
H 0.776 4.547 0.793
H 0.178 2.227 0.141
H -2.295 1.878 3.607
H -1.672 4.194 4.282
C 6.180 2.198 -2.363
C 4.875 2.837 -2.863
C 4.817 2.606 -4.381
C 4.946 4.349 -2.621
C 3.598 2.228 -2.180
O 2.443 2.465 -2.992
C 3.240 2.835 -0.804
C 4.193 2.803 0.406
C 4.178 1.523 1.205
C 5.215 0.598 1.154
C 5.160 -0.585 1.879
C 4.053 -0.845 2.670
Cl 3.950 -2.339 3.540
C 3.021 0.074 2.768
C 3.095 1.250 2.039
C 3.727 0.696 -2.165
N 2.445 0.006 -2.114
C 1.672 -0.257 -1.074
N 0.600 -0.913 -1.504
C 0.789 -1.041 -2.847
N 1.902 -0.494 -3.248
H 7.018 2.668 -2.880
H 6.232 1.132 -2.585
H 6.348 2.334 -1.297
H 5.724 3.013 -4.832
H 3.964 3.097 -4.845
H 4.770 1.549 -4.644
H 5.767 4.770 -3.202
H 5.123 4.597 -1.574
H 4.036 4.864 -2.942
H 2.401 3.406 -3.197
H 2.289 2.380 -0.508
H 3.001 3.881 -1.007
H 3.871 3.609 1.071
H 5.210 3.055 0.116
H 6.090 0.802 0.548
H 5.968 -1.302 1.832
H 2.178 -0.128 3.416
H 2.300 1.981 2.137
H 4.330 0.356 -1.327
H 4.179 0.349 -3.089
H 1.902 -0.011 -0.049
H 0.101 -1.546 -3.504